[1]
Molecular formula: C20H21BrN4O7RbS2
Method: DFT, ωB97M-V/def2-TZVPD

Geometry as XYZ:
```
56
Properties=species:S:1:pos:R:3
Rb 2.332 -0.900 -0.863
Br 2.656 -0.751 2.341
S 3.456 -3.999 -0.397
S -4.891 3.581 -0.186
O -0.886 5.425 0.312
O 4.565 -0.544 -2.069
O -5.663 4.076 0.921
O -5.033 4.239 -1.455
O 1.171 5.071 0.990
O 3.136 -1.993 -2.941
O -0.998 -2.703 5.458
N 0.497 1.200 -0.243
N -1.014 2.778 -0.604
N 0.265 -1.897 1.604
N 0.115 4.691 0.463
C -3.139 3.553 0.285
C 0.990 -1.592 2.661
C 0.609 -1.841 3.968
C 0.979 2.360 0.255
C 6.500 -2.679 -2.680
C 5.238 -2.786 -2.126
C -5.363 1.826 -0.421
C 4.231 -1.691 -2.431
C 5.969 -4.761 -0.957
C 7.215 -4.652 -1.532
C 4.962 -3.829 -1.227
C -6.822 1.857 -0.816
C 0.052 3.369 0.056
C -1.383 -2.807 3.071
C -0.616 -2.465 4.186
C -2.266 3.391 -0.953
C -0.894 -2.498 1.815
C 7.492 -3.603 -2.396
C -1.574 0.452 -1.379
C -0.691 1.460 -0.744
H -6.928 2.440 -1.728
H 5.750 -5.561 -0.264
H -1.457 -2.747 0.926
H -2.082 4.376 -1.389
H -3.022 2.716 0.973
H 6.699 -1.843 -3.338
H 7.980 -5.382 -1.299
H -5.200 1.318 0.525
H 8.475 -3.500 -2.832
H -1.852 -3.153 5.481
H -2.769 2.768 -1.694
H -7.223 0.859 -0.977
H -1.776 0.712 -2.419
H -2.337 -3.304 3.178
H -4.735 1.410 -1.204
H -7.392 2.350 -0.032
H 1.237 -1.568 4.797
H -2.522 0.367 -0.845
H 1.934 2.431 0.731
H -2.909 4.487 0.795
H -1.068 -0.512 -1.350
```

Values from the calculation:
Charge: -1
LUMO: 0.462 eV
HOMO level: -0.0933 hartree
Energy above the lowest of the compared OMol25 structures with the same formula, charge and spin: 0.610 eV
Orbital gap: 0.11028 Eh


[2]
Molecular formula: C20H21BrN5O3Pt
Method: DFT, ωB97M-V/def2-TZVPD

Geometry as XYZ:
```
51
Properties=species:S:1:pos:R:3
Pt -0.159 0.186 -0.804
Br 2.309 -0.887 -0.874
O -2.132 -0.463 -0.434
O 0.857 2.176 -0.330
O -4.461 -0.918 2.738
N -2.122 2.679 -3.731
N -0.857 4.270 -2.539
N -1.282 -1.560 1.443
N -0.583 2.112 -2.040
N -0.098 -1.335 0.960
C 2.286 -1.416 0.980
C -4.933 -3.569 -0.362
C -5.965 -3.416 0.568
C 1.012 -1.658 1.551
C 4.794 -1.304 1.414
C -1.228 3.018 -2.825
C -1.400 5.477 -3.115
C 6.725 -1.558 -0.026
C -5.831 -2.522 1.604
C -3.635 -1.869 0.748
C 5.642 -0.730 2.405
C 6.971 -0.501 2.143
C -4.657 -1.749 1.730
C 5.378 -1.731 0.195
C 3.426 -1.460 1.749
C -3.779 -2.778 -0.275
C 7.526 -0.914 0.927
C -2.433 -0.915 0.785
C 0.161 4.250 -1.513
C 0.227 2.780 -1.207
H -3.005 -2.867 -1.023
H -6.620 -2.398 2.331
H 1.122 4.631 -1.879
H -2.489 5.474 -3.061
H -5.211 -0.890 3.357
H -0.115 4.832 -0.629
H -2.731 -0.082 1.465
H -1.404 -2.012 2.350
H 7.591 -0.005 2.876
H -2.306 1.700 -3.900
H -5.024 -4.285 -1.167
H 3.236 -1.567 2.814
H -6.866 -4.004 0.477
H 7.178 -1.947 -0.925
H -1.038 6.337 -2.556
H -2.553 3.364 -4.335
H 1.000 -2.123 2.538
H 8.578 -0.756 0.733
H 4.787 -2.284 -0.518
H 5.207 -0.411 3.341
H -1.096 5.597 -4.156
```

Values from the calculation:
Charge: +3
LUMO (alpha / beta): -8.809 / -11.701 eV
HOMO level (alpha / beta): -0.6095 / -0.6239 hartree
Multiplicity: 5
Orbital gap (alpha / beta): 0.28583 / 0.19384 Eh


[3]
Molecular formula: C20H21ClFN3O2
Method: DFT, ωB97M-V/def2-TZVPD

Geometry as XYZ:
```
48
Properties=species:S:1:pos:R:3
Cl -8.094 2.082 -0.612
F 8.277 1.276 -1.349
O -0.367 -1.343 1.427
O -3.483 -0.262 -1.912
N -2.610 -0.949 0.031
N 3.976 -1.197 -0.515
N -1.365 -1.146 -0.563
C 6.426 2.297 1.573
C -3.628 -0.460 -0.718
C -4.899 -0.220 0.015
C -6.439 -0.603 1.817
C -6.993 0.949 0.084
C 4.504 -0.887 0.803
C 1.918 -2.494 0.056
C 1.036 -1.398 -0.548
C 7.371 2.309 0.563
C 7.360 1.276 -0.357
C 3.153 -0.145 -1.078
C 5.495 1.274 1.650
C 1.757 -0.046 -0.449
C 5.498 0.240 0.723
C 3.301 -2.476 -0.605
C 6.446 0.244 -0.294
C -7.324 0.312 1.271
C -5.792 0.686 -0.549
C -0.269 -1.298 0.215
C -5.230 -0.872 1.200
H 4.760 1.279 2.442
H 0.836 -1.625 -1.601
H 5.023 -1.782 1.163
H 8.103 3.097 0.481
H 2.006 -2.322 1.130
H 1.182 0.729 -0.959
H -5.532 1.168 -1.478
H 6.412 3.093 2.302
H 3.050 -0.351 -2.148
H 6.456 -0.545 -1.028
H 3.680 0.805 -0.963
H -4.567 -1.606 1.631
H -1.380 -0.974 -1.561
H 1.840 0.233 0.603
H -8.265 0.525 1.754
H 3.192 -2.708 -1.670
H -2.560 -0.972 1.042
H 1.453 -3.470 -0.091
H 3.940 -3.240 -0.157
H -6.699 -1.111 2.733
H 3.727 -0.636 1.541
```

Values from the calculation:
Charge: 0
LUMO: 0.281 eV
HOMO level: -0.3171 hartree
SMILES: O=C(NNC(=O)C1CCN(Cc2cccc(F)c2)CC1)c1cccc(Cl)c1
Energy above the lowest of the compared OMol25 structures with the same formula, charge and spin: 0.677 eV
Orbital gap: 0.32746 Eh


[4]
Molecular formula: C20H21ClN2O3S
Method: DFT, ωB97M-V/def2-TZVPD

Geometry as XYZ:
```
48
Properties=species:S:1:pos:R:3
Cl -2.817 3.743 -4.162
S -2.636 -0.395 -2.300
O 0.225 -3.222 -1.976
O 5.903 -1.810 3.641
O 4.667 0.888 3.336
N 0.470 -1.809 0.367
N -0.519 -1.577 -0.537
C 6.416 -0.614 4.453
C -0.571 -2.293 -1.721
C 4.043 -0.280 3.004
C 2.770 -0.159 2.495
C -1.548 -1.812 -2.812
C -0.227 0.120 1.871
C -4.155 2.649 -3.743
C -6.514 1.291 -3.230
C 6.026 0.714 3.820
C -4.114 1.285 -3.590
C -6.537 2.713 -3.475
C -5.337 3.337 -3.634
C -5.295 0.593 -3.232
C 2.048 -1.227 2.133
C 2.537 -2.529 2.304
C 0.692 -1.011 1.438
C 3.900 -2.766 2.771
C 4.596 -1.579 3.197
C -0.109 1.352 0.856
C -2.817 0.525 -3.808
H 6.843 1.025 3.071
H 7.508 -0.638 4.389
H -7.348 0.667 -2.813
H 2.455 0.866 2.382
H 6.324 -0.641 5.588
H -1.950 1.165 -3.859
H -2.976 -0.152 -4.662
H -1.288 -0.188 1.906
H -7.435 3.310 -3.350
H 6.107 1.294 4.728
H -0.006 0.372 2.918
H 0.889 1.568 0.934
H 1.960 -3.401 1.779
H -1.238 -0.871 -0.428
H 4.311 -3.732 2.577
H -5.345 -0.367 -3.073
H -0.473 1.174 -0.215
H -1.038 -1.487 -3.739
H -5.506 4.381 -3.711
H -2.213 -2.661 -3.050
H -0.680 2.190 1.161
```

Values from the calculation:
Charge: 0
LUMO: 0.613 eV
HOMO level: -0.2912 hartree
SMILES: CC/C(=N\NC(=O)CSCc1ccccc1Cl)c1ccc2c(c1)OCCO2
Energy above the lowest of the compared OMol25 structures with the same formula, charge and spin: 5.482 eV
Orbital gap: 0.31369 Eh


[5]
Molecular formula: C20H21ClN4OS
Method: DFT, ωB97M-V/def2-TZVPD

Geometry as XYZ:
```
48
Properties=species:S:1:pos:R:3
Cl 1.104 -1.696 -2.096
S -3.741 -2.374 0.340
O -3.998 2.338 -0.258
N -1.044 -2.183 0.341
N -0.721 -0.095 0.952
N -1.762 2.393 0.071
N -2.051 -0.338 0.877
C 1.319 -1.399 0.591
C 2.711 1.944 -0.029
C -3.036 0.657 1.171
C 1.606 4.377 -0.735
C 3.356 -1.869 -0.617
C -0.441 -4.328 1.350
C 3.363 3.118 0.303
C 2.056 -1.307 1.768
C 3.423 -1.509 1.757
C 2.808 4.336 -0.053
C -0.132 -1.206 0.626
C 4.071 -1.798 0.566
C -0.384 3.265 -1.777
C -0.814 -3.579 0.076
C 1.986 -1.666 -0.602
C -2.293 -1.627 0.515
C 0.943 3.203 -1.074
C -2.992 1.878 0.232
C 1.508 1.988 -0.712
C -1.515 3.536 -0.777
H 3.856 -2.071 -1.552
H -0.027 -3.679 -0.673
H -1.255 4.403 -0.157
H -0.965 1.925 0.484
H -1.234 -4.229 2.088
H 3.140 0.991 0.243
H -0.306 -5.382 1.126
H -2.902 1.017 2.197
H -4.017 0.183 1.077
H -0.585 2.326 -2.296
H 4.303 3.085 0.834
H 1.540 -1.079 2.688
H 1.006 1.069 -0.972
H 0.485 -3.938 1.770
H 3.984 -1.439 2.676
H -2.452 3.746 -1.299
H -1.752 -3.971 -0.329
H 3.315 5.256 0.200
H 5.138 -1.957 0.553
H 1.178 5.329 -1.015
H -0.377 4.071 -2.512
```

Values from the calculation:
Charge: 0
LUMO: 0.310 eV
HOMO level: -0.2939 hartree
SMILES: CCn1c(-c2ccccc2Cl)nn(CC(=O)NCCc2ccccc2)c1=S
Energy above the lowest of the compared OMol25 structures with the same formula, charge and spin: 0.044 eV
Orbital gap: 0.30530 Eh


[6]
Molecular formula: C20H21FN4O5
Method: DFT, ωB97M-V/def2-TZVPD

Geometry as XYZ:
```
51
Properties=species:S:1:pos:R:3
F -4.583 0.055 1.333
O 1.957 -0.730 -3.247
O -1.081 -2.870 1.708
O -6.416 -1.184 -0.589
O 3.980 -1.009 -2.576
O -3.827 -0.860 -1.481
N -3.036 -2.342 0.012
N -1.713 -1.993 -0.256
N 4.358 -0.005 -0.041
N 2.788 -0.861 -2.368
C -6.289 0.151 -0.357
C 5.494 -0.235 0.823
C 4.912 2.359 -0.224
C 0.576 -1.733 0.427
C -5.438 0.776 0.553
C 1.032 -1.395 -0.834
C -0.782 -2.241 0.705
C 2.729 -1.121 1.343
C -5.430 -2.068 -0.120
C -7.137 2.344 -0.937
C -4.034 -1.668 -0.600
C -5.420 2.149 0.710
C 2.328 -0.918 -1.016
C 3.190 -0.672 0.084
C 1.471 -1.635 1.504
C 4.563 1.072 -0.982
C -6.271 2.941 -0.035
C 5.835 1.006 1.645
C 6.115 2.162 0.691
C -7.142 0.974 -1.095
H -7.808 2.949 -1.526
H 6.348 -0.476 0.176
H -6.257 4.012 0.089
H 3.650 1.254 -1.549
H 4.995 1.259 2.296
H 5.360 0.808 -1.686
H -4.732 2.574 1.425
H 4.049 2.658 0.375
H -1.637 -1.290 -0.981
H -5.446 -2.152 0.975
H 6.314 3.078 1.249
H 3.363 -1.009 2.208
H 1.126 -1.950 2.476
H 6.998 1.933 0.092
H -7.802 0.494 -1.799
H -3.115 -2.850 0.888
H 0.434 -1.552 -1.719
H 6.704 0.803 2.272
H -5.690 -3.039 -0.553
H 5.306 -1.098 1.460
H 5.110 3.149 -0.950
```

Values from the calculation:
Charge: 0
LUMO: -0.389 eV
HOMO level: -0.3055 hartree
SMILES: O=C(COc1ccccc1F)NNC(=O)c1ccc(N2CCCCC2)c([N+](=O)[O-])c1
Energy above the lowest of the compared OMol25 structures with the same formula, charge and spin: 1.567 eV
Orbital gap: 0.29120 Eh


[7]
Molecular formula: C20H21N3O4
Method: DFT, ωB97M-V/def2-TZVPD

Geometry as XYZ:
```
48
Properties=species:S:1:pos:R:3
O -5.115 0.415 -1.488
O -1.022 -2.038 -1.704
O 1.229 -3.531 1.909
O 7.427 2.178 -0.151
N 1.259 -2.413 -0.083
N 2.394 -1.727 0.142
N -1.637 -2.836 0.310
C -0.603 -3.848 0.358
C -4.295 1.235 1.957
C -6.039 0.776 -2.487
C -6.081 2.651 1.262
C -6.064 2.054 0.015
C -3.241 -0.416 0.514
C -4.239 0.619 0.704
C -1.764 -1.977 -0.729
C 6.320 1.392 -0.218
C 5.543 1.535 -1.371
C -5.157 1.042 -0.285
C -5.196 2.240 2.243
C 5.924 0.482 0.760
C 4.776 -0.263 0.586
C 2.787 -0.897 -0.739
C 8.251 2.089 0.986
C 3.993 -0.123 -0.561
C -2.846 -0.985 -0.631
C 0.738 -3.263 0.839
C 4.399 0.790 -1.539
H -0.476 -4.254 -0.651
H -6.794 3.436 1.464
H 0.724 -2.242 -0.948
H 8.672 1.085 1.100
H 3.807 0.911 -2.434
H -2.746 -0.701 1.437
H 5.864 2.243 -2.119
H -5.918 1.820 -2.792
H 4.460 -0.969 1.337
H 9.059 2.801 0.821
H 2.219 -0.734 -1.665
H -5.208 2.699 3.219
H 7.709 2.362 1.897
H -5.817 0.128 -3.335
H 6.504 0.349 1.660
H -3.239 -0.665 -1.581
H -6.768 2.389 -0.730
H -7.070 0.605 -2.164
H -2.218 -2.718 1.124
H -3.600 0.914 2.719
H -0.906 -4.641 1.042
```

Values from the calculation:
Charge: 0
LUMO: 0.115 eV
HOMO level: -0.2857 hartree
SMILES: COc1ccc(/C=N/NC(=O)CNC(=O)/C=C/c2ccccc2OC)cc1
Energy above the lowest of the compared OMol25 structures with the same formula, charge and spin: 3.411 eV
Orbital gap: 0.28988 Eh


[8]
Molecular formula: C20H21N3O4
Method: DFT, ωB97M-V/def2-TZVPD

Geometry as XYZ:
```
48
Properties=species:S:1:pos:R:3
O 0.748 3.532 -1.626
O -4.185 0.716 0.156
O -1.295 1.642 1.933
O -0.878 -2.703 0.478
N 2.050 2.314 -0.207
N -0.084 2.005 1.459
N 2.578 -0.242 0.327
C 0.887 2.830 -0.643
C -0.253 2.434 0.232
C -3.560 -0.413 -0.298
C 1.502 -1.105 2.285
C -1.920 -2.178 -0.230
C 4.341 -2.336 0.117
C -2.406 -2.687 -1.425
C 3.454 -0.264 -0.671
C -3.627 1.406 1.251
C -2.505 -1.045 0.337
C 2.542 -1.220 1.220
C 4.369 -1.302 -0.807
C -1.623 2.361 -0.131
C -0.185 -3.802 -0.062
C 3.385 0.861 -1.669
C 3.236 2.249 -1.021
C -3.478 -2.059 -2.041
C -4.055 -0.933 -1.496
C 3.414 -2.304 1.143
C -2.223 1.844 0.981
H -4.882 -0.434 -1.973
H -2.062 2.633 -1.066
H -0.834 -4.678 -0.161
H 5.038 -3.158 0.035
H 5.083 -1.303 -1.616
H 3.367 -3.096 1.875
H 1.243 -0.061 2.442
H 0.602 -1.628 1.963
H -3.861 -2.457 -2.968
H -4.280 2.274 1.392
H 2.002 1.577 0.495
H 4.276 0.849 -2.298
H 2.514 0.694 -2.310
H -1.968 -3.559 -1.884
H 0.615 -4.025 0.643
H 0.253 -3.560 -1.036
H 1.845 -1.549 3.216
H -2.096 -0.701 1.273
H 4.106 2.460 -0.392
H 3.156 3.012 -1.798
H -3.644 0.798 2.165
```

Values from the calculation:
Charge: 0
LUMO: 0.664 eV
HOMO level: -0.3135 hartree
SMILES: COc1cccc(OCc2cc(C(=O)NCCc3cccc(C)n3)no2)c1
Energy above the lowest of the compared OMol25 structures with the same formula, charge and spin: 3.390 eV
Orbital gap: 0.33794 Eh